Density functional theory data (ωB97M-V/def2-TZVPD) for a molecular structure, C27H38MoN7O2SSe in a non-equilibrium geometry.

Calculated values
M in g/mol: 699.62
2S+1: 1
Net charge: +3
HOMO energy in eV: -16.8

```
77
Properties=species:S:1:pos:R:3:forces:R:3:mulliken_charge:R:1
Mo -0.451 -0.800 -0.254 -3.2 2.4 0.1 0.829
C -0.530 0.506 5.418 0.0 -0.2 0.0 -0.810
C -0.117 -0.906 5.009 -0.7 0.2 0.5 -0.730
N 1.047 -0.882 4.143 0.0 -0.2 -0.8 0.008
C 2.346 -0.674 4.779 0.9 0.3 0.2 -0.646
C 2.912 0.724 4.552 -0.1 -0.1 0.1 -1.004
C 0.989 -1.011 2.839 -1.1 -0.2 0.0 0.745
S -0.600 -1.406 2.116 -0.1 0.2 -0.1 -0.236
N 2.121 -0.953 2.155 1.1 0.0 -1.0 -0.004
C 2.314 -0.939 0.864 1.0 0.1 2.7 0.106
O 1.279 -0.902 0.057 1.9 0.0 -1.0 -0.207
C 3.651 -0.913 0.329 0.1 0.0 -0.7 0.621
C 4.762 -0.905 1.191 -0.3 0.0 -0.1 -0.225
C 6.036 -0.840 0.668 0.0 0.0 0.0 -0.815
C 6.219 -0.784 -0.710 -0.2 0.0 0.0 -0.452
C 5.125 -0.800 -1.574 0.1 0.0 -0.1 -0.882
C 3.847 -0.863 -1.064 -0.3 0.0 0.2 -0.492
H -1.429 0.458 6.026 -0.1 0.0 0.1 0.416
H -0.743 1.112 4.541 0.0 0.1 -0.1 0.089
H 0.240 0.989 6.010 0.1 0.1 0.0 0.336
H -0.945 -1.402 4.504 0.2 0.0 0.1 0.392
H 0.138 -1.490 5.895 0.0 -0.1 -0.1 0.450
H 3.037 -1.415 4.371 -0.1 0.0 0.1 0.419
H 2.228 -0.853 5.847 -0.1 -0.1 -0.1 0.443
H 3.025 0.937 3.492 0.0 0.0 -0.1 0.233
H 3.891 0.781 5.020 0.1 0.0 0.0 0.386
H 2.278 1.483 5.000 0.0 0.1 0.0 0.336
H 4.595 -0.943 2.254 0.1 0.0 0.1 0.436
H 6.891 -0.830 1.327 0.1 0.0 0.1 0.471
H 7.217 -0.730 -1.116 0.1 0.0 0.0 0.441
H 5.286 -0.760 -2.641 0.0 0.0 0.0 0.456
H 2.980 -0.867 -1.723 0.2 0.0 0.0 0.443
O -1.088 -0.857 -2.156 0.9 -0.3 0.1 -0.452
C -1.778 -0.154 -2.971 -0.7 0.5 -0.3 0.366
C -1.491 -0.220 -4.432 0.3 0.0 -0.1 -1.019
C -1.015 1.141 -4.984 -0.2 0.0 -0.1 -0.520
C -2.133 2.143 -5.259 0.2 0.1 0.3 -0.772
C -2.900 2.592 -4.019 -0.1 -0.2 -0.2 -0.430
C -3.624 1.443 -3.319 -0.2 0.6 -0.5 -0.916
N -2.729 0.621 -2.512 0.3 -0.3 0.6 0.071
H -2.395 -0.520 -4.970 0.0 -0.1 0.1 0.431
H -0.720 -0.976 -4.593 -0.2 0.0 0.1 0.373
H -0.509 0.941 -5.928 0.1 -0.1 0.1 0.418
H -0.279 1.570 -4.301 0.1 0.0 0.0 0.258
H -2.834 1.719 -5.979 0.0 0.0 -0.1 0.322
H -1.691 3.022 -5.727 0.0 0.0 -0.1 0.377
H -3.655 3.317 -4.325 0.0 0.0 0.1 0.416
H -2.230 3.095 -3.320 0.0 0.1 0.1 0.165
H -4.102 0.812 -4.073 -0.1 0.0 0.2 0.466
H -4.396 1.826 -2.653 0.0 -0.1 0.0 0.450
H -2.817 0.689 -1.497 0.0 -0.1 -0.4 0.328
Se 0.266 -4.725 -1.131 0.4 0.7 0.1 0.510
N -1.280 -5.391 -0.892 -1.2 -1.0 0.1 -0.717
C -2.171 -4.470 -0.543 0.7 0.5 -0.1 0.522
C -3.536 -4.620 -0.236 -0.4 0.3 0.1 -0.396
C -4.219 -3.473 0.114 0.0 -0.7 -0.2 -0.893
C -3.585 -2.222 0.145 0.3 0.6 0.1 -0.252
N -2.300 -2.041 -0.155 -0.1 0.2 0.5 0.084
C -1.609 -3.154 -0.472 0.7 -1.6 -0.5 0.969
N -0.303 -3.076 -0.739 -0.5 0.5 0.1 -0.138
H -4.003 -5.593 -0.273 -0.1 0.0 0.0 0.539
H -5.266 -3.529 0.369 0.0 0.1 0.0 0.463
H -4.146 -1.337 0.429 0.0 -0.1 0.0 0.562
C 0.405 2.643 -1.161 0.0 -0.3 0.0 -1.298
C -0.477 2.270 0.051 0.5 2.0 0.2 1.476
C -1.767 3.105 0.055 0.0 -0.4 0.1 -1.486
C 0.309 2.511 1.355 0.0 -0.3 0.0 -1.693
N -0.699 0.900 -0.059 0.0 -3.4 -0.2 -0.414
H 0.739 3.672 -1.071 0.0 0.1 0.0 0.556
H -0.161 2.535 -2.083 0.0 0.0 -0.1 0.139
H 1.280 1.990 -1.194 0.0 0.1 -0.1 0.278
H -1.510 4.156 0.164 0.0 0.0 0.0 0.432
H -2.402 2.820 0.892 -0.1 0.0 0.0 0.400
H -2.316 2.979 -0.876 -0.1 0.0 -0.1 0.249
H 0.549 3.568 1.445 0.0 0.0 0.0 0.532
H 1.239 1.938 1.341 0.0 0.1 0.1 0.360
H -0.293 2.213 2.211 0.0 0.0 0.1 0.332
```
Positions in Å, forces in eV/Å.

Density functional theory data (ωB97M-V/def2-TZVPD) for 3 unconnected molecules or ions with the total composition C27H39BFN3O8 in a non-equilibrium geometry.

Calculated values
M in g/mol: 563.43
2S+1: 1
Net charge: 0
SMILES string: C=CC(=O)OCCCCCC[C@]1(OCC)[C@@H](OB(O)O)OC(=O)[C@]1(N)[C@@H](C)F.c1ccncc1.c1ccncc1
HOMO energy in eV: -9.5

```
79
Properties=species:S:1:pos:R:3:forces:R:3:mulliken_charge:R:1
C 0.554 -6.139 -2.118 -0.1 0.0 -0.8 -0.767
C 0.359 -5.926 -3.432 -0.6 -0.3 0.6 -0.316
C -0.411 -4.775 -4.019 -0.2 0.6 -0.8 0.735
O 0.239 -3.893 -4.539 -0.8 -1.2 0.4 -0.509
O -1.773 -4.734 -4.047 0.7 0.5 0.3 -0.338
C -2.416 -5.015 -2.799 -0.7 -0.8 0.4 -0.049
C -3.686 -4.189 -2.665 0.3 0.7 -0.5 -1.312
C -3.458 -2.885 -1.895 1.0 -0.4 -0.4 -0.398
C -2.354 -2.066 -2.564 0.0 0.6 -0.1 0.279
C -2.258 -0.621 -2.060 -0.7 -0.3 -0.1 -1.430
C -2.050 -0.472 -0.551 0.5 0.0 -1.0 -1.809
C -0.616 -0.675 -0.003 -0.5 0.2 0.7 1.692
O -0.373 -2.027 -0.235 0.5 0.3 0.7 -0.045
C 0.894 -2.552 0.178 0.5 -1.0 -0.3 -0.540
C 1.849 -2.770 -1.004 -0.6 0.0 0.3 -1.051
C -0.814 -0.225 1.503 -1.5 -0.5 0.7 -0.936
O -0.261 -0.976 2.525 0.8 0.2 -0.6 -0.367
B -1.060 -1.982 3.040 0.4 0.0 0.1 0.580
O -2.168 -1.709 3.831 0.1 0.2 -0.4 -0.554
O -0.674 -3.269 2.804 -0.1 0.2 0.3 -0.489
O -0.506 1.170 1.557 -0.1 0.9 -0.5 -0.258
C -0.250 1.599 0.275 0.2 -0.1 -0.1 -0.365
O -0.471 2.694 -0.184 0.3 -1.2 1.1 -0.623
C 0.421 0.381 -0.391 0.9 1.6 -1.3 1.661
N 1.685 0.320 0.351 -0.4 -1.1 0.4 -0.138
C 0.657 0.724 -1.875 -0.8 0.5 0.0 -0.439
C 1.850 1.612 -2.177 -0.2 0.1 -0.5 -1.581
F 0.731 -0.414 -2.667 0.2 -0.3 0.1 -0.399
H -0.265 -6.063 -1.421 0.4 1.2 0.5 0.367
H 1.541 -6.424 -1.783 -0.3 -1.3 0.1 0.315
H 0.771 -6.610 -4.163 1.2 0.9 -0.3 0.401
H -2.663 -6.077 -2.769 0.0 -0.1 -0.1 0.482
H -1.776 -4.814 -1.943 0.3 0.2 -0.1 -0.108
H -3.952 -3.896 -3.680 -0.4 -0.2 -0.1 0.446
H -4.490 -4.781 -2.239 -0.1 -0.1 0.1 0.445
H -3.105 -3.145 -0.896 -0.4 0.1 0.3 0.156
H -4.362 -2.281 -1.870 -0.2 -0.1 0.3 0.420
H -2.563 -2.012 -3.632 0.0 0.0 -0.2 0.722
H -1.372 -2.518 -2.475 0.1 -0.3 0.1 -0.572
H -3.217 -0.153 -2.292 -0.1 0.1 0.0 0.356
H -1.531 -0.107 -2.673 0.2 0.1 0.1 0.217
H -2.618 -1.267 -0.075 -0.1 0.0 0.2 0.585
H -2.489 0.462 -0.205 0.2 0.2 0.0 0.651
H 0.682 -3.535 0.586 -0.3 0.0 0.1 0.631
H 1.352 -1.993 0.984 -0.2 0.3 0.0 0.355
H 2.624 -2.013 -1.068 0.2 0.0 -0.2 0.283
H 1.263 -2.791 -1.916 0.1 0.2 -0.2 0.054
H 2.292 -3.758 -0.913 0.4 0.0 0.1 0.346
H -1.890 -0.213 1.707 -0.1 -0.1 -0.1 0.629
H -2.989 -1.818 3.349 -0.3 -0.1 0.2 0.322
H -1.227 -3.833 3.353 0.0 -0.3 0.0 0.298
H 2.022 1.220 0.644 0.2 0.1 -0.2 0.361
H 2.395 -0.217 -0.119 0.2 0.1 -0.1 0.158
H -0.220 1.268 -2.219 -0.2 0.0 0.0 0.367
H 2.714 1.023 -2.466 0.2 -0.1 0.3 0.361
H 1.591 2.212 -3.046 0.1 0.1 -0.2 0.430
H 2.077 2.314 -1.385 0.1 0.0 0.2 0.342
N 3.498 2.253 4.000 -0.1 0.1 0.0 -0.545
C 3.709 3.179 4.933 0.1 -0.1 0.0 -0.374
C 2.726 4.042 5.397 0.0 0.0 0.0 -0.339
C 1.455 3.940 4.858 0.0 0.0 0.0 -0.484
C 1.218 2.986 3.880 0.0 0.0 0.1 -0.344
C 2.268 2.168 3.494 0.1 -0.1 -0.1 -0.606
H 4.718 3.226 5.325 0.0 0.0 0.0 0.381
H 2.955 4.773 6.160 0.0 0.0 0.0 0.390
H 0.660 4.595 5.192 0.0 0.0 0.0 0.451
H 0.240 2.874 3.431 0.0 -0.1 0.0 0.632
H 2.121 1.399 2.744 -0.1 -0.1 0.1 0.814
N 1.206 8.167 1.605 0.0 0.0 0.0 -0.569
C 0.940 8.213 0.300 0.0 0.1 0.0 -0.279
C 0.690 7.092 -0.476 0.0 0.0 0.1 -0.491
C 0.724 5.848 0.136 0.0 0.0 -0.2 -0.260
C 0.998 5.782 1.489 0.0 0.0 0.1 0.135
C 1.230 6.964 2.176 0.0 0.1 0.0 -0.294
H 0.927 9.205 -0.139 0.0 0.0 0.0 0.354
H 0.475 7.192 -1.531 0.0 0.0 0.0 0.379
H 0.533 4.946 -0.431 0.0 0.0 0.0 0.462
H 1.032 4.834 2.006 0.0 0.0 0.0 0.137
H 1.444 6.954 3.239 0.0 -0.1 0.0 0.398
```
Positions in Å, forces in eV/Å.

Density functional theory data (ωB97M-V/def2-TZVPD) for a molecular structure, C27H39ClN4O6PPdS2Te.

Calculated values
M in g/mol: 880.21
2S+1: 3
Energy above the lowest of the compared OMol25 structures with the same formula, charge and spin in kcal per mole: 0.0
Net charge: -1
HOMO energy (spin up / spin down) in eV: -4.2 / -4.5

```
82
Properties=species:S:1:pos:R:3:forces:R:3:mulliken_charge:R:1
Pd -0.469 -0.061 -0.051 0.0 0.0 0.0 1.300
N 7.659 2.242 0.069 0.0 0.0 0.0 -0.625
C 6.467 1.794 -0.516 0.0 0.0 0.0 1.148
C 5.910 0.573 -0.135 0.0 0.0 0.0 -0.820
C 4.757 0.113 -0.744 0.0 0.0 0.0 -0.396
C 4.141 0.865 -1.734 0.0 0.0 0.0 -0.776
C 4.695 2.073 -2.129 0.0 0.0 0.0 -0.166
C 5.853 2.532 -1.527 0.0 0.0 0.0 -0.848
S 2.644 0.270 -2.477 0.0 0.0 0.0 1.408
O 2.534 0.911 -3.762 0.0 0.0 0.0 -0.691
O 2.733 -1.173 -2.443 0.0 0.0 0.0 -0.881
N 1.460 0.659 -1.462 0.0 0.0 0.0 0.073
C 1.155 1.941 -1.185 0.0 0.0 0.0 0.067
N 0.112 2.034 -0.316 0.0 0.0 0.0 0.374
C -0.296 3.223 0.080 0.0 0.0 0.0 -0.313
C 0.316 4.380 -0.376 0.0 0.0 0.0 -1.046
C 1.368 4.197 -1.260 0.0 0.0 0.0 -0.264
N 1.800 3.015 -1.671 0.0 0.0 0.0 -0.277
H 7.819 1.885 0.998 0.0 0.0 0.0 0.228
H 7.780 3.242 0.036 0.0 0.0 0.0 0.227
H 6.391 -0.019 0.636 0.0 0.0 0.0 0.289
H 4.330 -0.841 -0.464 0.0 0.0 0.0 0.567
H 4.202 2.642 -2.904 0.0 0.0 0.0 0.448
H 6.290 3.475 -1.838 0.0 0.0 0.0 0.277
H -1.132 3.229 0.773 0.0 0.0 0.0 0.515
H -0.008 5.361 -0.062 0.0 0.0 0.0 0.404
H 1.898 5.056 -1.663 0.0 0.0 0.0 0.418
C -6.371 1.628 1.386 0.0 0.0 0.0 -1.137
C -5.469 1.223 2.530 0.0 0.0 0.0 -0.317
O -4.104 1.296 2.101 0.0 0.0 0.0 -0.397
P -3.160 -0.003 2.159 0.0 0.0 0.0 0.367
O -1.823 0.435 1.643 0.0 0.0 0.0 -0.646
Te -4.212 -1.883 1.166 0.0 0.0 0.0 -0.365
O -3.092 -0.200 3.756 0.0 0.0 0.0 -0.450
C -2.322 -1.307 4.262 0.0 0.0 0.0 0.272
C -3.207 -2.168 5.133 0.0 0.0 0.0 -1.279
H -7.414 1.635 1.711 0.0 0.0 0.0 0.375
H -6.263 0.917 0.567 0.0 0.0 0.0 0.251
H -6.109 2.624 1.026 0.0 0.0 0.0 0.275
H -5.704 0.208 2.859 0.0 0.0 0.0 0.348
H -5.572 1.896 3.385 0.0 0.0 0.0 0.307
H -1.491 -0.881 4.828 0.0 0.0 0.0 0.282
H -1.904 -1.889 3.437 0.0 0.0 0.0 -0.061
H -3.643 -1.580 5.943 0.0 0.0 0.0 0.324
H -2.625 -2.984 5.567 0.0 0.0 0.0 0.388
H -4.012 -2.593 4.533 0.0 0.0 0.0 0.231
Cl -0.373 -1.079 -4.043 0.0 0.0 0.0 -0.218
C -0.917 0.544 -3.731 0.0 0.0 0.0 0.744
C -0.462 1.553 -4.555 0.0 0.0 0.0 -0.390
C -0.878 2.860 -4.338 0.0 0.0 0.0 -0.605
C -1.757 3.139 -3.293 0.0 0.0 0.0 -0.688
C -2.194 2.127 -2.467 0.0 0.0 0.0 -0.490
C -1.776 0.788 -2.641 0.0 0.0 0.0 0.917
C -2.176 -0.219 -1.717 0.1 0.0 0.1 -2.196
H 0.243 1.315 -5.339 0.0 0.0 0.0 0.331
H -0.507 3.653 -4.973 0.0 0.0 0.0 0.370
H -2.088 4.156 -3.119 0.0 0.0 0.0 0.394
H -2.857 2.342 -1.636 0.0 0.0 0.0 0.507
H -2.066 -1.257 -1.992 0.0 0.0 0.0 0.667
H -2.984 0.004 -1.031 0.0 0.0 0.0 0.347
C -1.948 -5.364 0.551 0.0 0.0 0.0 -1.123
C -0.767 -4.925 -0.308 0.0 0.0 0.0 -0.349
C -0.838 -3.446 -0.685 0.0 0.0 0.0 -0.805
S -0.130 -2.345 0.551 0.0 0.0 0.0 0.987
O -0.409 -2.880 1.907 0.0 0.0 0.0 -0.778
C 1.621 -2.635 0.237 0.0 0.0 0.0 -0.250
C 2.457 -2.188 1.434 0.0 0.0 0.0 -0.856
C 2.299 -0.719 1.815 0.0 0.0 0.0 -0.752
H -1.866 -6.421 0.811 0.0 0.0 0.0 0.430
H -2.888 -5.215 0.016 0.0 0.0 0.0 0.274
H -1.995 -4.776 1.466 0.0 0.0 0.0 0.174
H -0.739 -5.506 -1.233 0.0 0.0 0.0 0.443
H 0.168 -5.139 0.216 0.0 0.0 0.0 0.171
H -1.875 -3.118 -0.781 0.0 0.0 0.0 0.264
H -0.306 -3.199 -1.607 0.0 0.0 0.0 0.300
H 1.868 -2.092 -0.678 0.0 0.0 0.0 -0.205
H 1.750 -3.706 0.069 0.0 0.0 0.0 0.560
H 3.502 -2.398 1.185 0.0 0.0 0.0 0.518
H 2.203 -2.817 2.289 0.0 0.0 0.0 0.327
H 2.438 -0.063 0.954 0.0 0.0 0.0 -0.175
H 3.031 -0.445 2.578 0.0 0.0 0.0 0.418
H 1.305 -0.522 2.225 0.0 0.0 0.0 0.326
```
Positions in Å, forces in eV/Å.

Density functional theory data (ωB97M-V/def2-TZVPD) for a molecular structure, C27H39CuN3O4SSe2 in a non-equilibrium geometry.

Calculated values
M in g/mol: 723.16
2S+1: 1
Energy above the lowest of the compared OMol25 structures with the same formula, charge and spin in kcal per mole: 0.0
Net charge: -1
HOMO energy in eV: -4.4

```
77
Properties=species:S:1:pos:R:3:forces:R:3:mulliken_charge:R:1
Cu 0.819 0.134 -1.275 -0.3 0.1 0.7 -1.150
C 5.651 -0.775 3.435 0.7 -0.5 -1.3 -0.930
Se 4.823 -0.554 1.581 0.4 0.2 1.2 0.055
C 3.191 -1.444 2.152 -0.1 -0.2 -0.2 0.057
C 2.243 -0.631 2.976 -1.1 0.7 0.4 -0.398
Se 1.200 -1.741 4.248 -0.3 0.0 -1.4 -0.066
C 0.156 -2.623 2.773 -0.1 0.3 0.9 -0.505
H 6.349 -1.636 3.342 -0.3 0.7 0.1 0.277
H 4.903 -1.069 4.173 -0.1 0.5 -0.2 0.309
H 6.203 0.144 3.671 -0.4 -0.4 0.1 0.275
H 3.574 -2.228 2.781 0.0 -0.7 -0.1 0.481
H 2.700 -1.840 1.269 0.0 -0.2 0.0 -0.645
H 1.474 -0.067 2.375 1.1 -0.3 0.6 -0.078
H 2.811 0.022 3.636 -0.2 0.4 -0.2 0.528
H 0.519 -3.618 2.661 0.3 -0.7 0.0 0.507
H 0.276 -2.126 1.808 -0.1 0.4 0.4 -0.222
H -0.889 -2.738 3.075 0.3 0.3 -0.2 0.361
N -3.984 0.333 -1.105 -0.1 1.5 -0.8 -0.462
C -4.037 -0.820 -0.388 -0.2 -2.0 -0.1 1.036
C -4.053 -2.045 -1.128 0.3 1.6 0.6 -0.464
C -3.851 -3.239 -0.499 0.5 -0.7 0.5 -0.501
C -3.713 -3.218 0.899 -0.3 -0.3 0.0 -0.094
C -3.867 -2.053 1.689 -0.4 -0.5 -1.2 -0.806
C -4.035 -0.838 1.019 0.1 0.4 -0.1 -0.469
S -3.179 -4.736 1.636 3.1 1.1 1.0 1.198
O -3.131 -5.732 0.592 -0.7 -0.5 -0.5 -0.741
O -4.017 -4.965 2.773 -1.5 -0.6 0.7 -0.735
O -1.808 -4.369 2.088 -0.9 -0.4 -0.6 -0.613
H -4.097 1.214 -0.606 0.0 -0.4 -0.6 0.204
H -4.112 0.292 -2.124 0.0 0.3 1.2 0.175
H -4.088 -1.968 -2.200 -0.1 0.0 -0.4 0.271
H -3.688 -4.197 -1.073 -0.4 1.2 0.9 0.383
H -3.919 -2.112 2.781 0.3 -0.1 -0.5 0.410
H -4.107 0.139 1.546 0.1 -0.8 -0.2 0.168
C -1.322 1.777 3.051 0.6 0.6 0.2 -1.070
C -0.632 2.562 1.938 -0.4 0.3 -0.5 0.040
C -0.381 3.930 2.080 0.3 -1.2 0.4 -0.731
C 0.269 4.666 1.095 -0.7 -0.5 -0.2 0.394
C 0.492 6.132 1.353 -1.3 0.4 -0.8 -1.457
C 0.616 4.029 -0.090 -0.3 -1.1 -0.4 -0.058
C 0.335 2.623 -0.351 -0.4 1.8 2.4 0.510
C -0.334 1.962 0.725 0.2 -0.5 -0.3 -0.445
N 0.702 1.957 -1.454 -0.2 0.2 -2.3 0.381
C 0.546 2.533 -2.841 -0.4 0.1 0.9 1.811
C -0.292 3.860 -2.882 0.0 -0.6 -0.7 -1.791
C -0.217 1.456 -3.684 0.5 1.4 -0.5 -1.656
C 1.923 2.777 -3.452 0.3 -0.2 -0.1 -1.562
H -1.313 2.422 3.952 0.1 -0.6 -0.2 0.326
H -0.795 0.826 3.234 -0.2 0.4 0.1 0.103
H -2.372 1.540 2.866 0.0 0.0 -0.3 0.148
H -0.614 4.304 3.056 -0.1 0.8 0.3 0.280
H -0.343 6.505 2.021 1.1 -0.2 -0.8 0.321
H 0.458 6.682 0.368 0.2 -0.3 1.1 0.316
H 1.441 6.253 1.844 0.4 0.4 0.2 0.318
H 1.040 4.578 -0.920 0.3 0.2 0.4 0.442
H -0.685 0.927 0.604 0.3 0.2 -0.2 0.560
H -1.160 3.741 -2.230 -0.1 0.1 -0.1 0.415
H -0.643 4.081 -3.918 0.2 -0.3 0.6 0.421
H 0.265 4.737 -2.550 -0.1 -0.2 -0.1 0.426
H -0.353 1.873 -4.709 -0.2 -0.3 0.5 0.488
H -1.189 1.235 -3.219 0.4 -0.2 -0.2 0.260
H 0.438 0.594 -3.819 -0.2 -0.3 0.3 0.297
H 2.330 3.745 -3.092 -0.1 -0.5 -0.4 0.308
H 1.839 2.732 -4.555 0.3 0.4 0.4 0.385
H 2.616 1.980 -3.124 -0.3 0.3 -0.2 0.256
O 0.551 -1.598 -0.604 0.4 -1.5 -1.6 0.202
N 0.840 -2.469 -1.649 0.0 0.9 1.8 0.278
C 1.898 -3.293 -1.433 -1.3 -0.1 -3.0 -0.032
C 2.336 -4.072 -2.536 0.7 -0.4 0.7 -0.697
C 1.710 -3.942 -3.773 -1.4 0.8 0.1 -0.128
C 0.530 -3.094 -3.889 2.3 -0.9 0.9 -0.824
C 0.095 -2.374 -2.794 1.5 -1.3 0.0 -0.262
H 2.358 -3.208 -0.484 0.2 0.0 0.7 0.414
H 3.226 -4.766 -2.397 -1.3 1.1 -0.2 0.314
H 2.092 -4.471 -4.666 -0.3 0.4 0.7 0.361
H 0.131 -2.918 -4.860 -0.6 -0.1 -0.4 0.413
H -0.749 -1.713 -2.795 -0.1 0.3 0.3 0.708
```
Positions in Å, forces in eV/Å.

> The highest M belongs to which entry?

C27H39ClN4O6PPdS2Te